Computed, not measured: a 2-piece molecular cluster, C2H6NS3 overall, with ωB97M-V with the def2-TZVPD basis set.

Values from the calculation:
HOMO   -13.561 eV
Gap between HOMO and LUMO   8.69 eV
Charge   +1

Geometry (Å):
1 N 0.486 0.079 0.652
2 H -2.287 0.771 2.028
3 H 3.289 0.448 -1.311
4 H 0.597 1.071 0.958
5 H 3.421 -0.677 -2.754
6 S -1.364 -1.644 -0.189
7 S 2.561 -0.581 -1.790
8 S -3.180 -0.825 0.485
9 C -0.777 -0.250 0.448
10 C -1.992 0.482 1.035
11 H -2.104 1.336 0.357
12 H 1.351 -0.210 0.082

---

Computed, not measured: a 2-piece molecular cluster, C2H6O overall, with ωB97M-V with the def2-TZVPD basis set.

Values from the calculation:
HOMO   -8.997 eV
Structure (SMILES)   C=C.O
Gap between HOMO and LUMO   10.01 eV
Charge   0

Geometry (Å):
1 C 3.269 -0.211 -1.086
2 H 1.972 -1.345 -2.197
3 H 2.496 0.537 -0.885
4 H -4.941 1.219 3.364
5 C 3.024 -1.121 -2.050
6 H 3.782 -1.583 -2.673
7 H 3.797 -0.314 -0.136
8 H -5.668 0.557 2.148
9 O -4.934 1.118 2.411

---

Computed, not measured: the molecule C2H6O, with ωB97M-V with the def2-TZVPD basis set.

Values from the calculation:
HOMO   -10.098 eV
Structure (SMILES)   CCO
Gap between HOMO and LUMO   11.12 eV
Charge   0

Geometry (Å):
1 H -0.286 -0.333 -1.981
2 H -0.688 1.418 0.000
3 H 0.774 -1.205 0.652
4 C -0.069 -0.714 0.154
5 C 0.115 0.820 0.386
6 H 1.091 1.067 -0.011
7 O 0.078 -1.014 -1.198
8 H -1.088 -1.071 0.516
9 H 0.073 1.033 1.482

---

What did we get for E_tot? Answer: -1328.8166; -154.9485; -155.0010 a.u., in the order shown.
What did we get for relative energy (zero: lowest compared OMol25 entry of this formula, charge and spin)? Answer: 0.706; 2.103; 0.676 eV, in the order shown.